{"formula": "C20H20FN3O2S", "method": "ωB97M-V with the def2-TZVPD basis set", "e_above_lowest_kcal_mol": 0.4, "fmax_ev_per_a": 1.140, "gap_ev": 8.202, "symbols": ["S", "F", "O", "O", "N", "N", "N", "C", "C", "C", "C", "C", "C", "C", "C", "C", "C", "C", "C", "C", "C", "C", "C", "C", "C", "C", "C", "H", "H", "H", "H", "H", "H", "H", "H", "H", "H", "H", "H", "H", "H", "H", "H", "H", "H", "H", "H"], "coordinates": [[2.817, -0.546, -1.656], [-6.967, 0.931, -4.904], [-0.338, 0.917, 3.002], [5.055, -1.031, -0.345], [-2.905, 0.627, -1.193], [3.244, -1.023, 0.938], [-0.848, 0.711, 0.829], [1.508, 0.599, 1.524], [3.718, -0.873, -0.334], [-4.850, 1.656, -4.143], [-2.260, 0.867, 1.140], [-3.120, 0.107, 0.139], [-0.558, 0.491, -0.572], [1.860, -0.875, 1.295], [-5.967, 0.857, -3.992], [-6.082, -0.017, -2.929], [6.823, -1.683, 2.805], [5.708, -1.667, 3.633], [4.432, -1.451, 3.135], [4.318, -1.252, 1.772], [6.717, -1.480, 1.436], [-3.836, 1.584, -3.209], [-3.918, 0.710, -2.117], [0.031, 0.761, 1.852], [-5.061, -0.093, -2.003], [5.448, -1.264, 0.941], [-1.600, 1.195, -1.437], [0.431, 0.866, -0.833], [1.268, -1.281, 0.471], [-2.981, 2.229, -3.328], [5.836, -1.826, 4.692], [7.576, -1.487, 0.786], [1.786, 1.181, 0.646], [-6.960, -0.637, -2.836], [-4.783, 2.332, -4.981], [2.067, 0.974, 2.384], [-1.578, 2.276, -1.227], [-5.150, -0.801, -1.195], [-1.332, 1.042, -2.486], [1.670, -1.455, 2.200], [-2.885, -0.966, 0.190], [-0.581, -0.582, -0.804], [3.570, -1.435, 3.783], [-2.528, 1.930, 1.127], [7.797, -1.855, 3.234], [-4.168, 0.241, 0.417], [-2.423, 0.493, 2.154]], "nbo_charge": [-0.20, -0.33, -0.63, -0.41, -0.43, -0.41, -0.44, -0.50, 0.37, -0.24, -0.23, -0.22, -0.23, -0.21, 0.35, -0.25, -0.21, -0.20, -0.25, 0.16, -0.23, -0.27, 0.18, 0.68, -0.25, 0.23, -0.21, 0.24, 0.24, 0.22, 0.22, 0.24, 0.23, 0.23, 0.23, 0.24, 0.18, 0.21, 0.22, 0.22, 0.18, 0.20, 0.23, 0.20, 0.22, 0.22, 0.25]}

***

{"formula": "C21H58N2O23", "method": "ωB97M-V with the def2-TZVPD basis set", "e_above_lowest_kcal_mol": 0.0, "fmax_ev_per_a": 2.263, "gap_ev": 9.501, "symbols": ["O", "O", "O", "O", "O", "O", "O", "O", "O", "O", "O", "O", "O", "O", "O", "O", "O", "O", "O", "O", "O", "O", "O", "N", "N", "C", "C", "C", "C", "C", "C", "C", "C", "C", "C", "C", "C", "C", "C", "C", "C", "C", "C", "C", "C", "C", "H", "H", "H", "H", "H", "H", "H", "H", "H", "H", "H", "H", "H", "H", "H", "H", "H", "H", "H", "H", "H", "H", "H", "H", "H", "H", "H", "H", "H", "H", "H", "H", "H", "H", "H", "H", "H", "H", "H", "H", "H", "H", "H", "H", "H", "H", "H", "H", "H", "H", "H", "H", "H", "H", "H", "H", "H", "H"], "coordinates": [[0.849, -2.250, -5.203], [2.043, -3.152, -2.877], [-0.278, -3.557, 4.777], [5.346, 0.549, 1.024], [1.635, 1.302, -1.583], [3.580, -3.790, 1.424], [-5.075, 1.974, 1.679], [-0.818, 0.440, 0.953], [-4.652, 2.852, -1.850], [3.784, 1.598, 2.319], [-3.787, -2.296, -3.932], [-1.484, 4.677, 2.212], [-4.292, -0.205, -4.212], [4.365, -5.370, 0.054], [2.755, -5.888, 1.398], [-1.618, 3.676, -2.357], [-2.048, 3.616, 4.134], [3.187, -0.017, 1.021], [0.031, -1.501, 0.923], [-0.049, 3.497, 3.483], [-2.215, -3.469, 5.669], [2.315, 3.965, -0.886], [-0.452, -0.616, -1.073], [-1.479, -3.385, 4.706], [-3.873, -1.141, -3.575], [2.038, -4.564, -2.659], [1.126, 3.573, 2.633], [0.547, -2.735, 0.441], [-3.264, 4.294, 4.411], [3.570, -4.924, 1.021], [2.200, 1.154, -2.909], [-1.509, 1.494, 0.290], [-0.791, 3.213, -3.415], [4.786, 2.478, 2.842], [-0.296, -1.719, -4.528], [5.399, -4.545, -0.523], [1.042, 4.614, -0.788], [4.211, 0.731, 1.379], [1.870, -5.639, 2.475], [-0.444, -0.564, 0.138], [3.295, -0.820, -0.118], [-5.857, 2.349, -1.298], [-2.005, -2.919, 3.413], [-4.070, 1.395, 2.510], [-1.222, 4.002, 3.183], [-3.557, -0.851, -2.139], [1.574, -6.617, 2.849], [-6.698, 2.545, -1.959], [0.904, 3.492, 1.574], [-0.166, -1.976, -3.476], [-0.418, -0.649, -4.691], [0.915, -1.858, -6.076], [1.579, -4.724, -1.685], [-1.398, 2.335, 0.973], [-3.105, 1.887, 2.454], [-1.545, -1.997, 3.072], [-3.090, -2.889, 3.424], [-2.524, 3.400, -2.522], [5.745, -5.193, -1.324], [-1.155, 1.791, -0.696], [1.668, -3.016, -3.762], [1.440, 4.600, 2.834], [-1.186, -2.282, -4.822], [-3.641, 3.947, 5.367], [3.268, 0.955, -2.827], [-4.020, 2.870, -1.120], [4.511, 3.515, 2.654], [1.818, 0.236, -3.362], [0.798, 5.077, -1.750], [3.874, -1.739, -0.043], [2.967, -5.103, -2.853], [2.398, -5.122, 3.276], [0.385, -2.956, -0.612], [0.978, 0.598, -1.532], [-2.580, 1.284, 0.210], [-3.996, 4.146, 3.613], [1.584, -2.716, 0.771], [1.963, 2.013, -3.531], [-3.909, 0.430, 2.011], [-4.402, -0.314, -1.718], [-6.109, 2.847, -0.359], [1.876, 2.914, 3.047], [3.689, -0.239, -0.955], [6.242, -4.491, 0.165], [4.821, 2.287, 3.913], [0.288, 3.836, -0.637], [1.385, -5.036, -3.404], [5.746, 2.299, 2.363], [2.079, 3.196, -1.423], [-3.367, -1.773, -1.601], [-5.748, 1.288, -1.056], [-4.386, 1.224, 3.540], [-1.731, -3.733, 2.740], [0.903, 5.384, -0.032], [2.321, -1.082, -0.525], [0.188, 3.680, -3.445], [-1.269, 3.500, -4.362], [4.960, -3.586, -0.777], [-0.827, 2.121, -3.459], [-2.685, -0.201, -2.149], [-3.046, 5.364, 4.425], [0.984, -5.081, 2.178], [0.054, -3.523, 1.012], [-5.740, 1.309, 1.495]], "mulliken_charge": [-0.62, -0.38, -0.53, -0.60, 0.68, -0.56, -0.49, -0.25, -0.47, -0.22, -0.57, -0.60, -0.57, -0.37, -0.38, -0.45, -0.29, -0.04, -0.27, -0.42, -0.56, -0.63, -0.77, 0.91, 1.00, -0.59, -0.02, -0.29, -0.64, 0.95, -0.78, 0.39, -0.57, -0.86, -0.18, -0.55, -0.47, 0.60, -0.48, 0.88, -0.34, -0.45, -0.61, -0.34, 0.87, -0.03, 0.37, 0.27, -0.16, -0.14, 0.27, 0.31, 0.16, -0.36, -0.11, 0.23, 0.33, 0.32, 0.23, 0.07, 0.26, 0.40, 0.33, 0.22, 0.33, 0.26, 0.23, 0.16, 0.26, 0.39, 0.23, 0.35, 0.09, -0.33, 0.01, 0.27, 0.34, 0.30, 0.38, -0.03, 0.23, 0.08, 0.25, 0.35, 0.28, -0.04, 0.34, 0.45, 0.31, 0.31, 0.07, 0.34, 0.23, 0.38, -0.23, 0.18, 0.50, 0.17, 0.04, -0.08, 0.32, 0.06, -0.12, 0.32]}